(1)
This record from the Open Molecules 2025 dataset describes a 8-piece molecular cluster, C30H82N6O9 overall at a distorted geometry. The level of theory is ωB97M-V/def2-TZVPD.

Element x y z (Å)
C1 -2.859 5.209 3.090
O1 -3.974 5.136 3.917
C2 -3.936 4.002 4.833
C3 -5.262 3.940 5.555
C4 -5.157 3.009 6.775
N1 -6.358 3.315 4.739
H1 -3.040 6.241 2.791
H2 -2.767 4.559 2.220
H3 -1.963 5.131 3.706
H4 -3.727 3.056 4.333
H5 -3.110 4.014 5.544
H6 -5.581 4.951 5.810
H7 -6.118 2.946 7.285
H8 -4.479 3.304 7.576
H9 -4.847 2.032 6.404
H10 -7.298 3.632 4.927
H11 -6.228 3.497 3.754
C5 -0.603 -4.148 2.312
O2 -2.014 -4.330 2.037
C6 -2.818 -3.221 2.312
C7 -2.704 -2.634 3.736
C8 -3.453 -3.475 4.687
N2 -3.332 -1.297 3.901
H12 -0.351 -4.296 3.362
H13 -0.307 -3.127 2.070
H14 -0.068 -4.775 1.599
H15 -2.729 -2.502 1.497
H16 -3.783 -3.715 2.197
H17 -1.645 -2.588 3.992
H18 -4.409 -3.822 4.296
H19 -3.748 -2.940 5.590
H20 -2.901 -4.373 4.961
H21 -2.680 -0.606 3.558
H22 -3.392 -1.120 4.894
C9 4.230 -4.454 -3.197
O3 2.903 -4.000 -2.922
C10 2.777 -2.686 -2.442
C11 3.020 -2.586 -0.892
C12 1.970 -3.283 -0.015
N3 3.124 -1.164 -0.612
H23 4.673 -3.804 -3.952
H24 4.316 -5.470 -3.581
H25 4.833 -4.296 -2.303
H26 3.337 -2.051 -3.130
H27 1.802 -2.232 -2.615
H28 4.063 -2.837 -0.700
H29 2.518 -3.643 0.855
H30 1.640 -4.238 -0.426
H31 1.139 -2.716 0.403
H32 2.302 -0.688 -0.270
H33 3.604 -0.678 -1.356
C13 0.049 0.904 -2.546
O4 0.654 1.012 -1.181
C14 -0.152 1.600 -0.262
C15 -1.369 0.769 0.322
C16 -2.049 1.626 1.301
N4 -0.904 -0.439 0.958
H34 -0.862 0.310 -2.623
H35 0.674 0.241 -3.144
H36 -0.141 1.865 -3.025
H37 0.539 1.965 0.498
H38 -0.677 2.487 -0.616
H39 -1.996 0.407 -0.494
H40 -2.403 2.493 0.743
H41 -1.327 1.891 2.074
H42 -2.918 1.064 1.643
H43 -0.517 -1.016 0.226
H44 -0.150 -0.186 1.581
C17 2.492 -4.163 -6.551
O5 1.567 -3.083 -6.405
C18 0.433 -3.455 -5.671
C19 -0.321 -2.192 -5.590
C20 -1.649 -2.227 -4.902
N5 -0.495 -1.608 -6.900
H45 2.875 -4.419 -5.563
H46 3.329 -3.871 -7.185
H47 2.174 -5.122 -6.959
H48 -0.193 -4.218 -6.135
H49 0.710 -3.830 -4.686
H50 0.315 -1.523 -5.010
H51 -1.450 -2.616 -3.904
H52 -2.395 -2.754 -5.498
H53 -2.052 -1.221 -4.783
H54 -0.190 -0.654 -6.769
H55 0.225 -1.968 -7.510
C21 1.270 0.142 4.375
O6 2.194 -0.532 3.519
C22 3.506 -0.180 3.734
C23 4.428 -1.007 2.740
N6 5.042 -0.007 1.881
C24 6.111 -0.506 1.045
C25 6.351 0.586 -0.081
O7 5.118 1.135 -0.641
C26 5.268 2.160 -1.613
H56 1.568 -0.087 5.398
H57 0.229 -0.177 4.316
H58 1.369 1.199 4.129
H59 3.789 -0.507 4.734
H60 3.579 0.901 3.621
H61 3.922 -1.672 2.040
H62 5.177 -1.583 3.284
H63 4.293 0.313 1.284
H64 5.844 -1.320 0.370
H65 7.047 -0.749 1.547
H66 6.933 0.359 -0.974
H67 6.900 1.361 0.454
H68 4.329 2.621 -1.919
H69 5.655 1.611 -2.472
H70 6.056 2.846 -1.304
C27 -7.044 3.103 0.631
C28 -5.765 3.711 1.340
O8 -4.785 3.980 0.361
H71 -7.667 3.768 0.032
H72 -7.770 2.737 1.357
H73 -6.616 2.375 -0.057
H74 -5.341 3.114 2.147
H75 -5.962 4.663 1.833
H76 -4.665 4.930 0.432
C29 2.383 2.984 -5.412
C30 2.287 3.455 -6.831
O9 3.574 3.675 -7.282
H77 1.454 2.460 -5.188
H78 2.525 3.812 -4.718
H79 3.243 2.334 -5.248
H80 1.529 4.218 -7.006
H81 1.997 2.538 -7.345
H82 4.208 2.992 -7.051

## Properties
ΔE to the lowest compared entry with this formula, charge and spin: 306.4 kJ/mol
SMILES: COC[C@H](C)N.COC[C@H](C)N.COC[C@H](C)N.COC[C@H](C)N.COC[C@H](C)N.COCCNCCOC.CCO.CCO
LUMO level: 0.4149 eV


(2)
This record from the Open Molecules 2025 dataset describes a 13-piece molecular cluster, C30H82O33S9 overall at a distorted geometry. The level of theory is ωB97M-V/def2-TZVPD.

Element x y z (Å)
O1 1.007 0.465 5.520
S1 1.128 1.352 6.661
O2 2.318 1.298 7.478
O3 0.882 2.940 6.236
C1 0.491 3.250 4.871
C2 -1.027 3.503 5.004
C3 -0.286 1.047 7.727
H1 0.709 2.494 4.117
H2 1.001 4.198 4.696
H3 -1.557 3.762 4.087
H4 -1.178 4.312 5.719
H5 -1.641 2.663 5.330
H6 -0.177 0.024 8.086
H7 -1.216 1.290 7.212
H8 -0.177 1.714 8.582
O4 -0.544 0.089 -1.904
S2 0.288 -0.518 -0.875
O5 1.633 -0.043 -0.601
O6 -0.474 -0.206 0.607
C4 -0.417 1.140 1.076
C5 -1.786 1.739 1.104
C6 0.259 -2.295 -0.744
H9 0.190 1.677 0.347
H10 0.202 1.139 1.972
H11 -2.582 1.033 1.341
H12 -2.008 1.923 0.052
H13 -1.798 2.575 1.803
H14 1.156 -2.720 -1.194
H15 -0.738 -2.622 -1.042
H16 0.511 -2.457 0.304
O7 -3.718 5.662 1.577
S3 -4.444 4.948 2.620
O8 -4.093 3.595 3.075
O9 -4.519 5.970 3.961
C7 -4.723 5.438 5.278
C8 -5.647 6.488 5.986
C9 -6.220 5.068 2.351
H17 -3.766 5.251 5.765
H18 -5.206 4.462 5.257
H19 -5.158 7.462 5.957
H20 -5.793 6.181 7.022
H21 -6.469 6.725 5.310
H22 -6.801 4.666 3.182
H23 -6.477 4.464 1.481
H24 -6.536 6.104 2.235
O10 3.788 1.105 -5.724
S4 2.579 1.958 -5.481
O11 2.637 3.403 -5.676
O12 1.237 1.315 -6.279
C10 0.910 -0.105 -6.140
C11 -0.315 -0.340 -7.008
C12 2.085 1.708 -3.679
H25 0.628 -0.230 -5.094
H26 1.789 -0.725 -6.315
H27 -1.261 0.136 -6.748
H28 -0.426 -1.422 -7.068
H29 -0.022 -0.115 -8.033
H30 2.934 1.699 -2.995
H31 1.685 0.707 -3.516
H32 1.400 2.472 -3.312
O13 -2.859 -2.201 -3.348
S5 -4.282 -1.793 -3.257
O14 -5.259 -2.066 -4.343
O15 -4.899 -2.561 -1.886
C13 -4.195 -2.589 -0.585
C14 -4.454 -3.946 0.115
C15 -4.336 -0.114 -2.551
H33 -4.662 -1.741 -0.084
H34 -3.139 -2.336 -0.690
H35 -4.431 -4.795 -0.568
H36 -5.353 -3.959 0.732
H37 -3.483 -4.036 0.601
H38 -3.337 0.072 -2.157
H39 -5.104 -0.024 -1.783
H40 -4.593 0.652 -3.283
O16 -0.262 -5.067 1.718
S6 0.231 -4.143 2.711
O17 1.399 -3.292 2.405
O18 -0.973 -3.071 3.189
C16 -0.519 -1.898 3.982
C17 -1.348 -1.955 5.291
C18 0.513 -5.231 4.307
H41 -0.637 -0.998 3.380
H42 0.561 -1.977 4.104
H43 -1.025 -1.103 5.890
H44 -1.099 -2.716 6.030
H45 -2.408 -1.975 5.039
H46 -0.463 -5.665 4.526
H47 1.019 -4.407 4.811
H48 1.169 -6.079 4.108
O19 1.154 -7.464 -5.132
S7 0.338 -6.307 -4.659
O20 -0.087 -5.300 -5.649
O21 -0.982 -6.848 -3.882
C19 -2.007 -5.994 -3.433
C20 -2.861 -5.442 -4.552
C21 1.268 -5.531 -3.132
H49 -1.648 -5.127 -2.879
H50 -2.651 -6.380 -2.643
H51 -2.518 -4.541 -5.059
H52 -3.756 -5.055 -4.065
H53 -2.964 -6.202 -5.327
H54 2.221 -5.998 -2.883
H55 0.636 -5.466 -2.247
H56 1.568 -4.595 -3.604
O22 4.108 -4.260 -4.068
S8 4.087 -2.824 -4.213
O23 2.947 -2.185 -4.876
O24 4.520 -2.117 -2.749
C22 4.322 -0.752 -2.505
C23 5.248 -0.371 -1.410
C24 5.623 -2.416 -5.120
H57 3.252 -0.618 -2.344
H58 4.436 -0.236 -3.458
H59 4.981 0.586 -0.964
H60 6.198 -0.515 -1.925
H61 5.214 -1.050 -0.558
H62 5.611 -1.368 -5.420
H63 5.616 -2.910 -6.092
H64 6.407 -2.598 -4.386
O25 1.654 6.328 -0.129
S9 2.566 5.663 -1.071
O26 3.995 5.945 -1.208
O27 2.482 4.025 -0.799
C25 3.461 3.457 0.081
C26 2.761 3.354 1.459
C27 1.765 5.640 -2.775
H65 4.378 4.044 0.139
H66 3.766 2.430 -0.117
H67 3.464 2.834 2.110
H68 1.835 2.793 1.332
H69 2.588 4.352 1.862
H70 1.759 6.680 -3.103
H71 0.773 5.236 -2.571
H72 2.281 4.984 -3.476
O28 -0.316 -2.959 -3.836
H73 -1.197 -2.657 -3.615
H74 -0.400 -3.318 -4.720
O29 -1.819 0.728 -4.228
H75 -1.315 1.532 -4.103
H76 -1.482 0.128 -3.562
O30 -0.452 4.443 0.386
H77 -1.344 4.767 0.257
H78 0.080 5.234 0.474
C28 3.873 -1.556 2.215
C29 3.463 -1.529 3.642
O31 4.683 -1.126 4.253
C30 5.626 -0.866 3.388
O32 6.827 -0.489 3.599
O33 5.164 -1.178 2.127
H79 3.250 -0.772 1.784
H80 3.625 -2.517 1.765
H81 3.371 -2.573 3.945
H82 2.534 -0.973 3.764

## Properties
LUMO level: -0.3178 eV


(3)
This record from the Open Molecules 2025 dataset describes a 11-piece molecular cluster, C30H82O9 overall at a distorted geometry. The level of theory is ωB97M-V/def2-TZVPD.

Element x y z (Å)
C1 1.888 -8.916 8.516
C2 1.346 -8.784 7.126
C3 0.811 -7.369 6.891
C4 0.368 -7.266 5.461
C5 0.171 -5.763 5.147
C6 0.263 -5.554 3.549
H1 1.121 -8.552 9.301
H2 2.790 -8.191 8.810
H3 1.765 -9.897 8.805
H4 0.569 -9.598 7.062
H5 2.143 -9.121 6.614
H6 1.501 -6.790 7.485
H7 -0.092 -7.131 7.584
H8 -0.461 -7.961 5.049
H9 1.267 -7.471 4.884
H10 0.851 -5.112 5.734
H11 -0.880 -5.278 5.518
H12 0.176 -4.476 3.473
H13 -0.570 -6.083 3.113
H14 1.261 -6.021 3.294
C7 -1.740 3.805 -0.142
C8 -0.555 2.897 0.387
C9 -1.077 1.638 1.060
C10 0.153 0.908 1.834
C11 -0.275 -0.167 2.941
C12 -0.989 -1.382 2.260
H15 -1.323 4.645 -0.513
H16 -2.517 3.840 0.478
H17 -2.321 3.362 -1.000
H18 -0.034 3.550 1.136
H19 0.189 2.893 -0.488
H20 -1.713 1.014 0.396
H21 -1.805 1.718 1.843
H22 0.663 1.742 2.416
H23 0.884 0.726 1.089
H24 -0.670 0.377 3.722
H25 0.673 -0.604 3.175
H26 -0.403 -1.714 1.411
H27 -1.928 -1.009 1.915
H28 -1.244 -2.036 3.213
C13 -0.465 2.078 -3.472
C14 0.439 1.766 -4.565
O1 1.577 2.728 -4.512
H29 -0.868 3.073 -3.486
H30 -0.089 1.716 -2.393
H31 -1.390 1.522 -3.591
H32 -0.113 1.798 -5.427
H33 0.931 0.917 -4.150
H34 1.979 2.595 -3.528
C15 2.764 5.585 0.547
C16 3.547 4.408 1.019
O2 3.156 3.201 0.439
H35 2.941 6.356 1.178
H36 1.737 5.172 0.488
H37 2.788 5.925 -0.485
H38 3.546 4.291 2.231
H39 4.815 4.482 0.771
H40 3.739 2.464 0.863
C17 -5.856 1.839 0.720
C18 -4.720 0.931 0.155
O3 -5.314 0.409 -1.055
H41 -6.655 1.417 1.108
H42 -6.350 2.443 0.130
H43 -5.358 2.484 1.569
H44 -4.465 0.227 0.675
H45 -3.820 1.480 -0.062
H46 -4.650 0.072 -1.509
C19 4.481 1.254 -3.756
C20 3.979 1.522 -2.328
O4 3.119 2.580 -2.266
H47 5.121 0.415 -3.692
H48 4.979 2.091 -4.055
H49 3.760 0.990 -4.409
H50 4.608 1.555 -1.465
H51 3.459 0.643 -1.886
H52 3.060 2.705 -1.269
C21 -3.939 3.321 -3.896
C22 -5.371 3.575 -4.335
O5 -5.297 4.729 -5.144
H53 -3.618 4.176 -3.559
H54 -3.217 3.067 -4.845
H55 -3.952 2.567 -3.273
H56 -5.928 3.994 -3.239
H57 -5.885 2.636 -4.883
H58 -6.044 5.083 -5.089
C23 0.701 6.224 -2.949
C24 0.764 6.269 -4.484
O6 0.015 7.386 -4.925
H59 -0.067 5.774 -2.515
H60 1.163 7.089 -2.474
H61 1.599 5.718 -2.754
H62 0.425 5.281 -5.004
H63 1.879 6.352 -4.734
H64 -0.090 7.546 -5.884
C25 0.710 -1.054 -1.786
C26 1.768 -1.647 -2.904
O7 2.918 -2.018 -2.108
H65 0.479 -1.794 -1.032
H66 -0.303 -0.792 -2.264
H67 1.125 0.051 -1.454
H68 2.060 -0.748 -3.549
H69 1.306 -2.426 -3.438
H70 3.569 -2.263 -2.582
C27 3.396 -3.049 2.563
C28 3.032 -3.048 1.073
O8 3.636 -1.880 0.561
H71 3.173 -2.228 3.336
H72 4.533 -3.032 2.519
H73 3.039 -4.041 2.970
H74 1.995 -3.027 1.139
H75 3.356 -3.793 0.373
H76 3.403 -1.795 -0.423
C29 -3.022 -2.478 -1.026
C30 -2.922 -2.009 -2.521
O9 -3.536 -0.751 -2.734
H77 -2.495 -3.421 -0.820
H78 -3.948 -2.759 -0.718
H79 -2.540 -1.798 -0.535
H80 -3.662 -2.618 -3.394
H81 -1.813 -1.892 -2.786
H82 -3.065 -0.479 -3.559

## Properties
ΔE to the lowest compared entry with this formula, charge and spin: 293.6 kJ/mol
SMILES: CCCCCC.CCCCCC.CCO.CCO.CCO.CCO.CCO.CCO.CCO.CCO.CCO
LUMO level: 0.3622 eV